1.
# C22H27N5O2

The molecule C22H27N5O2 in a non-equilibrium geometry (the ωB97M-V functional and the def2-TZVPD basis, the OMol25 dataset).

Structure (XYZ):
```
56
Properties=species:S:1:pos:R:3:mulliken_charge:R:1
C -6.45681 -0.79015 -1.15019 -1.197
C -5.14177 -1.66672 -0.91819 -0.545
C -4.94585 -1.81315 0.55507 -0.558
H -5.93266 -2.43682 0.95747 0.257
H -4.21866 -2.73626 0.57205 0.266
C -4.92300 -0.70538 1.43850 -0.540
C -3.78310 -0.00270 1.03548 0.538
N -2.48589 -0.23808 0.79125 -0.571
C -1.80319 0.76214 0.19015 -0.113
C -0.35584 0.82873 0.02173 -0.291
C -0.04955 2.21739 -0.62267 0.636
C -1.01499 3.08208 -1.16309 -1.707
C -2.24092 2.68410 -0.91525 -0.860
C -2.64236 1.81765 -0.08799 0.291
O -3.91147 1.30629 0.12969 -0.422
H -3.04346 3.58018 -0.99549 0.152
H -0.50749 3.67999 -1.55283 1.263
C 1.40579 2.11702 -0.95931 0.445
O 1.87210 2.38039 -2.27424 -0.752
N 2.33177 2.23151 0.07202 0.370
C 2.05939 2.15299 1.28106 -0.460
H 0.92028 2.35241 1.71701 0.202
C 2.64720 0.95637 2.03147 -1.103
N 3.62710 0.31649 1.30978 0.058
C 3.34892 -0.64823 0.10254 0.671
N 2.14922 -1.14574 0.30692 -0.246
C 1.68639 -2.39915 -0.40696 0.636
C 2.65295 -2.77056 -1.16199 -0.342
N 3.82776 -2.68716 -0.93329 -0.359
C 4.34246 -1.66577 -0.24270 0.431
C 5.80557 -1.37251 -0.23873 -1.755
H 6.21056 -2.47749 -0.52368 0.358
H 6.10247 -1.12271 0.83369 0.337
H 6.16645 -0.90450 -0.94145 0.572
H 2.31538 -3.83781 -1.75242 0.133
C 0.26263 -2.35328 -0.36832 -2.027
H 0.10865 -3.61559 -0.73707 0.227
H -0.27794 -1.99957 -0.94770 0.735
H -0.26509 -2.21289 0.54497 0.483
C 4.43010 1.43794 0.70711 -0.448
H 4.96095 1.82962 1.62611 0.245
C 3.63030 2.26122 -0.15004 -1.190
H 3.75233 1.75504 -1.37652 0.346
H 4.11411 3.07192 -0.35473 0.801
H 5.31662 0.95606 0.05107 0.240
H 3.24789 0.97928 2.94712 0.426
H 1.94314 -0.00471 2.12644 0.430
H 2.75032 2.87091 1.86056 0.374
H 0.34016 0.20523 0.21210 1.173
H -4.81290 -0.81923 2.47867 0.388
H -5.71364 0.08236 1.29064 0.254
H -4.37148 -1.14622 -1.37285 0.286
H -5.22184 -2.56452 -1.50598 0.466
H -6.60112 -0.83578 -2.21124 0.390
H -6.24774 0.15973 -0.76579 0.310
H -7.36022 -1.10238 -0.55997 0.300
```

Total charge ... 0
HOMO ... -8.26 eV
HOMO-LUMO gap ... 8.30 eV
LUMO energy ... 0.038 eV
E_tot ... -34777.320 eV
2S+1 ... 1

=====

2.
# C22H27N5O3S2

The molecule C22H27N5O3S2 (the ωB97M-V functional and the def2-TZVPD basis, the OMol25 dataset).

Structure (XYZ):
```
59
Properties=species:S:1:pos:R:3:mulliken_charge:R:1
C 2.90301 -5.83748 -0.80659 -0.825
H 3.45732 -5.07805 -0.24666 0.334
O 1.53808 -5.84371 -0.45654 -0.464
C 0.80048 -4.73068 -0.67833 0.892
C -0.54635 -4.80886 -0.30823 -0.869
C -1.38747 -3.73646 -0.48835 -0.614
C -0.90684 -2.54697 -1.04176 0.975
C 0.43365 -2.47083 -1.41058 -0.849
C 1.28135 -3.54717 -1.23405 -0.348
H 2.31217 -3.45436 -1.53696 0.416
H 0.80770 -1.56227 -1.85489 0.618
C -1.77277 -1.40074 -1.21909 -0.634
N -1.38868 -0.13505 -1.27374 0.027
C -2.54394 0.55506 -1.44110 0.350
N -3.61372 -0.21367 -1.49663 -1.101
N -3.11641 -1.45268 -1.35037 0.404
H -3.73184 -2.24924 -1.37748 0.204
S -2.63946 2.27958 -1.58716 -0.360
C -0.90044 2.69556 -1.09162 2.304
C -0.83464 4.12534 -0.69943 -0.614
C -1.23672 5.21735 -1.40493 -0.545
C -0.97194 6.43383 -0.73856 -0.627
C -0.36735 6.25060 0.46125 -0.599
S -0.11388 4.58672 0.80654 -0.025
H -0.04940 6.98774 1.17115 0.454
H -1.22015 7.39989 -1.13972 0.411
H -1.71961 5.15025 -2.36345 0.478
C 0.09356 2.36784 -2.21420 -0.676
C 1.43423 2.03842 -1.56380 0.552
O 2.40428 2.76320 -1.61206 -0.683
N 1.40260 0.84151 -0.93682 0.457
H 0.49394 0.39108 -0.84960 -0.064
C 2.38173 0.47916 0.05734 -0.948
C 1.92515 0.94766 1.44594 -0.951
N 0.56906 0.50583 1.72992 0.792
C 0.49742 -0.89925 2.09569 -0.674
C -0.96528 -1.29558 2.29707 -0.638
H -1.49690 -1.18191 1.34118 0.348
O -1.59121 -0.51033 3.28041 -0.478
C -1.51406 0.85260 2.93183 -0.462
C -0.06213 1.30026 2.77247 -0.530
H 0.45719 1.18250 3.73980 0.350
H -0.03499 2.35312 2.48493 0.141
H -2.05388 1.02676 1.98836 0.200
H -2.00308 1.40528 3.73506 0.373
H -1.03949 -2.33257 2.62966 0.349
H 1.05769 -1.09838 3.02741 0.286
H 0.91818 -1.50810 1.29373 0.293
H 1.92149 2.04055 1.44529 0.414
H 2.64325 0.60444 2.20975 0.440
H 3.32059 0.97533 -0.19778 0.559
H 2.52763 -0.60351 0.03497 0.216
H -0.25034 1.50180 -2.77854 0.461
H 0.20347 3.21894 -2.88567 0.402
H -0.70954 2.06359 -0.22066 -1.283
H -2.41806 -3.81511 -0.17574 0.339
H -0.90354 -5.73029 0.12290 0.443
H 3.04101 -5.67402 -1.87971 0.334
H 3.27788 -6.82455 -0.54186 0.244
```

Total charge ... 0
HOMO ... -8.37 eV
HOMO-LUMO gap ... 8.82 eV
LUMO energy ... 0.443 eV
E_tot ... -58515.897 eV
2S+1 ... 1

=====

3.
# C22H27N5O4S2

The molecule C22H27N5O4S2 in a non-equilibrium geometry (the ωB97M-V functional and the def2-TZVPD basis, the OMol25 dataset).

Structure (XYZ):
```
60
Properties=species:S:1:pos:R:3:mulliken_charge:R:1
C -4.89942 -0.44403 -1.75883 -1.132
C -3.64747 0.15341 -2.37111 -0.282
H -2.96412 -0.63151 -2.70761 0.270
H -3.88552 0.81148 -3.21473 0.467
O -2.98688 0.93275 -1.37025 -0.406
C -1.68819 1.19124 -1.55046 0.485
O -1.05267 0.80093 -2.50663 -0.815
C -1.13461 1.99058 -0.44838 0.689
C -1.50522 1.82194 0.86804 -0.179
N -2.37498 0.87363 1.36188 0.226
C -2.46851 0.61964 2.69061 0.726
O -1.93645 1.31715 3.53017 -0.650
C -3.23320 -0.64422 3.02463 -0.701
H -3.61161 -0.60064 4.04416 0.459
H -4.02136 -0.87347 2.31109 0.264
S -2.04316 -2.03483 3.01453 -0.227
C -1.78046 -2.15315 1.29934 0.432
N -2.59390 -1.71488 0.37212 -0.318
N -2.02001 -1.96717 -0.81518 -0.394
C -0.87551 -2.55338 -0.61051 0.453
N -0.66468 -2.69861 0.73801 0.207
C 0.44105 -3.30016 1.42783 -0.625
H 1.37966 -2.90714 1.03411 0.140
H 0.36168 -3.05728 2.48679 0.308
H 0.41742 -4.38573 1.30927 0.303
C 0.10429 -2.86447 -1.69426 -1.259
N 0.87523 -1.68632 -2.04432 -0.294
C 1.87037 -1.22857 -1.18062 0.156
C 2.85111 -2.07681 -0.67211 -1.003
C 3.86169 -1.59544 0.14550 -0.463
C 3.91890 -0.24623 0.46896 0.521
C 2.95162 0.61211 -0.05522 -0.397
C 1.94918 0.12946 -0.86420 0.223
H 1.21001 0.80071 -1.26994 0.133
H 3.00315 1.65927 0.19656 0.553
O 4.86443 0.33310 1.26966 -0.455
C 5.87910 -0.48043 1.79986 -0.885
H 6.47703 -0.94706 1.00954 0.342
H 6.51405 0.18288 2.38528 0.248
H 5.47265 -1.25928 2.45449 0.346
H 4.60083 -2.28947 0.51495 0.398
H 2.85157 -3.12547 -0.93378 0.404
H 0.27579 -0.92984 -2.36309 0.256
H 0.77245 -3.67018 -1.38662 0.421
H -0.45268 -3.17816 -2.58049 0.422
H -2.81581 0.25191 0.68205 -0.096
S -0.62625 2.84237 1.93990 -0.377
C 0.22656 3.54863 0.59795 0.820
C -0.12653 2.99420 -0.59527 0.232
C 0.44652 3.43419 -1.90362 -1.675
H 0.13009 4.45260 -2.12961 0.441
H 0.11958 2.77813 -2.70411 0.372
H 1.53473 3.42404 -1.86321 0.327
C 1.22129 4.63203 0.82297 -1.348
H 2.19724 4.34738 0.42920 0.289
H 1.31912 4.83785 1.88514 0.425
H 0.91268 5.54628 0.31524 0.314
H -5.45152 -0.98718 -2.51987 0.427
H -4.61876 -1.12952 -0.96472 0.188
H -5.53158 0.34077 -1.35105 0.294
```

Total charge ... 0
HOMO ... -7.56 eV
HOMO-LUMO gap ... 8.04 eV
LUMO energy ... 0.473 eV
E_tot ... -60564.035 eV
2S+1 ... 1

=====

4.
# C22H27N5O4S2

A structure of composition C22H27N5O4S2 in a non-equilibrium geometry (the ωB97M-V functional and the def2-TZVPD basis, the OMol25 dataset).

Structure (XYZ):
```
60
Properties=species:S:1:pos:R:3:mulliken_charge:R:1
C 5.76117 2.51438 -2.10150 -2.323
C 4.97409 1.44572 -1.61530 1.129
C 4.27223 0.69245 -2.47206 -1.152
C 3.34335 -0.41882 -1.96831 -0.865
C 3.17851 -0.71606 -0.71786 -0.042
C 3.80368 0.22774 0.32893 -0.854
C 4.59978 1.17403 -0.06178 0.667
C 5.41288 2.21838 0.58990 -1.587
H 5.10208 3.26428 0.45899 0.358
H 6.54666 2.06925 0.53878 0.251
H 5.16252 2.13119 1.76276 0.332
H 3.66361 0.29230 1.24207 0.917
N 2.31356 -1.69838 -0.15791 0.388
C 2.36968 -1.98803 1.23406 -0.018
O 3.15330 -1.86088 1.93207 -0.246
C 1.11173 -3.07789 1.43882 -1.011
H 1.56537 -4.22041 1.14395 0.281
H 0.72715 -3.09185 2.39892 0.463
C 0.32482 -2.45206 0.17062 1.739
C -0.73501 -3.58319 -0.16327 -0.117
O -0.52626 -4.81805 -0.34208 -0.665
N -2.03071 -3.08290 -0.62780 -0.035
C -2.32563 -1.77236 -0.90200 0.247
N -1.65039 -0.86692 -1.20420 0.254
N -2.20259 0.42491 -1.66244 -1.004
C -3.34752 0.23865 -1.03838 0.694
S -4.48485 1.38224 -0.93798 -0.177
C -3.27961 3.08960 -1.25531 -1.241
H -4.02376 3.77738 -1.20390 0.543
H -2.74700 2.68914 -2.07751 0.466
C -2.38131 3.19290 -0.06752 0.609
O -2.78588 3.61073 0.87151 -0.456
N -1.12213 2.63329 -0.19711 0.054
H -1.03315 1.82896 -1.01419 0.410
C -0.23743 2.43757 0.87139 -1.266
H -0.59602 3.24791 1.74888 0.359
H 0.76517 2.98372 0.40454 0.093
C 0.07027 1.05487 1.51029 0.762
C 0.72011 0.97532 2.63727 0.209
H 1.25561 1.91971 2.91899 0.487
C -0.37990 0.76055 3.73772 -1.193
H -0.45504 0.12291 4.55342 0.460
C -1.75261 0.48600 2.68416 -1.084
H -2.40448 1.23086 2.64493 0.550
O -1.22964 0.35002 1.28832 -0.184
H -2.04736 -0.43355 2.93443 0.508
H -0.53981 1.66549 4.14938 0.405
H 1.48012 -0.11591 2.71342 -0.049
H 0.68083 0.66135 0.34028 -0.355
S -4.10747 -1.32067 -0.51557 -0.237
H -2.56574 -3.85729 -1.02099 0.314
H -0.34350 -1.67388 0.55660 -0.736
C 1.38616 -1.99016 -0.93549 -2.064
H 1.60846 -2.96762 -1.36520 0.398
H 0.86349 -1.34980 -1.34676 1.282
H 2.80842 -0.94285 -2.41363 1.540
H 4.18748 0.64484 -3.58534 0.228
H 5.31563 3.50983 -1.80061 0.286
H 6.76827 2.46534 -1.83799 0.432
H 5.83307 2.47700 -2.98070 0.843
```

Total charge ... 0
HOMO ... -8.24 eV
HOMO-LUMO gap ... 7.88 eV
LUMO energy ... -0.361 eV
E_tot ... -60543.975 eV
2S+1 ... 1

=====

For the records above, the corresponding ΔE to the lowest compared entry with this formula, charge and spin values read 514.43 0.85 15.61 478.19 kcal/mol.